159
Properties=species:S:1:pos:R:3:forces:R:3:mulliken_charge:R:1 method="wB97M-V/def2-TZVPD" homo_lumo_gap_ha=0.35241 molar_mass_g_mol=1055.38 e_tot_ev=-92677.8121 e_lumo_ev=0.28 homo_ha=-0.34195
N 5.175 -0.974 -3.155 0.6679 -0.8716 -0.6755 -0.60
C 4.071 -0.238 -3.105 0.8769 0.7310 0.6164 -0.55
C 2.790 -0.735 -2.953 0.0046 -0.2897 -0.4092 0.55
C 2.654 -2.114 -3.007 0.1766 -0.0540 0.3398 -0.56
C 3.800 -2.903 -3.082 -0.0974 -0.2203 -0.1727 -0.24
C 5.058 -2.306 -3.181 -1.3647 0.2700 0.3793 -0.65
H 4.347 0.814 -3.110 -0.7196 0.1509 0.0555 0.44
H 1.920 -0.105 -2.819 0.0790 0.1446 -0.1572 0.25
H 1.668 -2.555 -2.938 0.0491 -0.1242 0.0874 0.53
H 3.708 -3.981 -3.044 0.0510 -0.0109 -0.1040 0.36
H 5.927 -2.947 -3.257 0.2846 0.3038 0.0666 0.42
N -3.813 -5.189 -1.583 -0.1105 0.3380 -0.5991 -0.46
C -3.790 -5.943 -2.690 0.2733 -0.0973 0.3032 -0.47
C -3.006 -5.650 -3.796 0.3185 -0.2267 -0.0378 -0.42
C -2.200 -4.525 -3.775 -0.0558 0.5332 0.0398 -0.67
C -2.261 -3.678 -2.681 -0.7317 -0.4564 0.0890 -0.02
C -3.107 -4.060 -1.632 0.7634 0.3076 0.1995 -0.22
H -4.376 -6.853 -2.632 -0.0482 -0.0255 -0.1805 0.38
H -2.913 -6.307 -4.651 -0.3703 -0.1654 0.0947 0.39
H -1.562 -4.302 -4.623 0.0486 -0.0055 0.0288 0.44
H -1.722 -2.743 -2.618 0.1926 -0.0875 0.0196 0.39
H -3.117 -3.423 -0.753 -0.2103 -0.1081 0.0764 0.58
N 5.678 -1.056 2.632 0.1200 0.0642 -0.8673 -0.54
C 4.966 -0.751 1.531 0.0275 0.2022 0.3401 -0.72
C 4.902 -1.545 0.398 0.5823 -0.5036 -0.0017 0.56
C 5.621 -2.744 0.407 -1.2013 -0.0515 0.0209 -0.58
C 6.277 -3.111 1.561 0.8055 -0.2274 -0.5436 -0.41
C 6.369 -2.197 2.585 -0.6423 0.2689 1.1078 -0.52
H 4.429 0.191 1.568 -0.1016 -0.0149 0.0495 0.81
H 4.332 -1.264 -0.477 -0.0083 0.1382 0.0370 0.06
H 5.525 -3.446 -0.413 0.1692 0.1211 -0.1167 0.49
H 6.792 -4.062 1.619 0.0357 0.0418 0.0478 0.43
H 6.934 -2.413 3.487 0.0836 -0.1106 -0.0869 0.37
N 1.360 -3.012 3.217 0.2227 -0.2793 -0.2850 -0.22
C 0.083 -3.260 2.917 -0.0377 0.9890 -0.2164 -0.54
C -0.957 -2.481 3.413 -0.0422 0.0573 0.4745 -0.23
C -0.647 -1.432 4.271 0.2989 0.0285 -0.0991 -0.42
C 0.684 -1.119 4.507 -0.3316 -0.2418 0.3374 -0.18
C 1.653 -1.962 3.985 -0.2543 -0.1038 0.2008 -0.72
H -0.123 -4.004 2.156 0.0774 -0.2931 0.2004 0.51
H -1.990 -2.690 3.172 0.0476 -0.1809 -0.1332 0.49
H -1.409 -0.852 4.778 -0.1665 0.0308 -0.2221 0.49
H 0.934 -0.300 5.170 0.1657 -0.0402 -0.1017 0.22
H 2.690 -1.807 4.256 0.1261 -0.0248 -0.2543 0.47
N 3.979 3.396 -2.039 -0.1737 0.3362 -0.6602 -0.31
C 4.034 3.968 -3.255 -0.2438 -0.4925 0.3366 -0.69
C 2.927 4.052 -4.094 0.2388 -0.0095 0.2202 -0.40
C 1.713 3.621 -3.598 -0.8466 0.0986 -0.0707 -0.46
C 1.616 3.029 -2.352 0.4872 0.3232 0.1604 0.77
C 2.797 2.923 -1.635 0.5354 -0.1132 0.4981 -1.23
H 5.002 4.355 -3.542 0.0556 0.0089 -0.1260 0.38
H 2.975 4.445 -5.100 0.2078 0.1955 0.0809 0.46
H 0.804 3.812 -4.158 0.0968 -0.2106 -0.2135 0.33
H 0.681 2.735 -1.897 -0.0589 -0.1205 -0.1806 0.13
H 2.839 2.462 -0.653 -0.2813 -0.0576 0.0109 1.03
C -5.041 -3.832 3.322 -0.3195 0.3015 0.2324 -0.41
C -6.098 -2.729 3.166 0.3563 -1.0268 0.9081 -0.43
O -5.395 -1.737 2.458 0.1823 0.7718 -0.4068 -0.36
C -4.355 -2.309 1.798 -0.5472 -0.1260 0.3944 -0.01
O -3.666 -1.792 0.990 0.3055 0.5991 -0.4073 0.30
O -4.199 -3.566 2.204 0.1958 -1.2355 -0.0285 -0.28
H -5.499 -4.819 3.330 0.2877 -0.1124 -0.5337 0.32
H -4.416 -3.757 4.213 -0.1748 0.2349 0.1325 0.28
H -6.399 -2.389 4.155 -0.1999 0.3724 -0.2232 0.33
H -6.950 -3.093 2.592 -0.0355 0.2002 -0.0377 0.28
C 2.529 -4.949 0.737 -0.0037 -0.2135 -0.0251 0.57
C 3.277 -5.649 1.879 -0.7986 0.6505 0.1277 -0.23
O 4.276 -6.429 1.230 -0.0206 -0.2004 0.4511 -0.39
C 4.319 -6.122 -0.066 0.1337 0.6194 -0.5935 0.57
O 5.128 -6.513 -0.844 0.2297 -0.3547 -0.0685 -0.58
O 3.362 -5.236 -0.399 -0.4914 0.1033 0.0730 -0.31
H 2.390 -3.877 0.835 0.3880 0.0315 0.1319 -0.57
H 1.530 -5.367 0.609 0.1008 -0.1521 -0.3487 0.33
H 2.576 -6.289 2.408 0.3020 -0.1795 0.2112 0.33
H 3.719 -4.926 2.560 0.2076 -0.1422 0.0457 0.25
C -1.081 0.356 1.106 -0.4371 -0.4933 -0.4090 0.94
C 0.231 0.592 0.365 -0.5572 0.3714 -0.1894 0.70
C 1.218 -0.566 0.360 0.4803 -0.5177 0.3519 1.32
C 0.707 -1.840 -0.149 -0.3315 0.3803 -0.3454 0.46
N 0.323 -2.831 -0.584 -0.0796 -0.1706 0.0435 -0.81
H -1.024 0.391 2.194 0.2697 0.0024 -0.0159 -0.54
H -1.497 -0.616 0.820 0.1203 -0.1012 0.1996 -0.17
H -1.860 1.054 0.792 0.2486 0.2805 0.0303 -0.40
H 0.720 1.493 0.737 0.2125 -0.1345 0.1183 0.33
H -0.016 0.803 -0.680 0.0111 -0.0754 -0.0429 -1.33
H 1.612 -0.841 1.344 -0.0057 0.4677 0.1294 -0.21
H 2.077 -0.322 -0.270 0.0602 0.0638 0.0938 -0.32
C -0.239 3.154 3.886 -0.1780 0.5096 0.0749 -0.44
C -0.617 3.932 5.153 0.3051 0.7958 -0.9807 -0.90
C -0.996 3.070 6.345 -0.3905 -0.0364 -0.0521 -0.01
C 0.019 2.067 6.679 0.0777 0.5610 0.3274 0.19
N 0.836 1.314 6.964 0.0166 -0.1494 -0.0569 -0.52
H -0.956 2.344 3.751 0.2055 -0.1828 -0.1688 -0.31
H 0.791 2.801 3.856 -0.0895 -0.3047 0.2972 0.42
H -0.349 3.823 3.032 -0.0672 -0.1139 -0.0717 0.43
H -1.415 4.629 4.877 -0.5400 -0.5124 0.2640 0.40
H 0.153 4.678 5.380 0.3752 -0.5068 0.4038 0.42
H -1.910 2.497 6.157 -0.0258 0.1198 -0.2610 -0.13
H -1.246 3.708 7.194 0.3272 -0.1928 0.2454 0.43
C 6.311 3.518 2.039 0.7072 -0.0653 0.5348 -1.02
C 5.518 4.524 2.873 0.4290 0.8103 -1.0582 -0.43
C 4.070 4.697 2.390 -0.2844 -0.4322 0.4789 -0.52
C 3.384 3.411 2.192 0.1616 0.0331 0.3093 0.26
N 2.923 2.374 2.018 -0.1149 0.0133 -0.0527 -0.37
H 7.375 3.737 2.161 -0.0187 0.0043 -0.0957 0.38
H 6.092 3.584 0.974 -0.1707 0.0482 0.0132 0.29
H 6.212 2.480 2.360 -0.3872 0.0254 -0.0191 0.23
H 5.963 5.511 2.699 0.0282 -0.0201 -0.0738 0.29
H 5.630 4.425 3.951 -0.3777 -0.6121 0.0030 0.33
H 4.000 5.196 1.423 0.2908 0.1574 0.0453 0.32
H 3.540 5.299 3.130 -0.2974 -0.0616 -0.1664 0.30
C -5.423 2.651 4.694 -0.8091 0.3940 -0.5399 -1.57
C -4.460 1.654 4.077 0.0282 0.0903 0.7112 0.50
C -4.318 1.742 2.560 1.1455 0.5654 0.0051 1.11
C -3.436 2.843 2.099 -0.3198 -0.3031 0.3526 0.08
N -2.733 3.675 1.737 -0.0190 0.1175 0.0005 -0.63
H -5.395 2.666 5.783 0.1194 -0.0400 -0.0020 0.41
H -6.467 2.512 4.394 0.0743 -0.3154 0.0211 0.38
H -5.192 3.652 4.316 0.2176 0.0285 0.2465 0.35
H -4.688 0.609 4.300 -0.3736 0.1146 0.1292 0.38
H -3.533 1.849 4.629 0.3997 -0.1924 -0.6377 -0.51
H -5.246 1.880 2.012 -0.2055 -0.4038 0.1794 0.64
H -3.819 0.828 2.235 -0.2814 -0.0515 -0.3856 -1.00
C -5.203 0.074 -3.938 0.2683 -0.0206 -0.6797 -1.47
C -4.205 -0.829 -3.194 -0.7615 0.7001 -0.5063 -0.23
C -3.491 -0.084 -2.079 -0.3871 0.0459 0.9963 2.77
C -4.408 0.402 -1.022 0.1698 -0.1470 -0.2954 -0.32
N -5.112 0.773 -0.193 -0.0243 0.0481 -0.2381 -0.57
H -5.887 0.583 -3.260 0.0038 -0.0490 0.0608 0.36
H -5.789 -0.515 -4.648 -0.1144 -0.1107 0.2022 0.45
H -4.739 0.837 -4.570 0.2317 0.1140 0.3012 0.24
H -3.426 -1.205 -3.857 -0.1584 -0.1794 -0.1188 0.23
H -4.826 -1.655 -2.849 0.5364 -0.2678 0.4142 0.31
H -2.964 0.793 -2.454 0.0300 -0.0844 -0.1714 -1.21
H -2.756 -0.712 -1.571 0.0741 -0.0259 -0.0554 -0.64
C -2.134 3.165 -1.520 -0.4580 0.1808 0.1133 -0.26
C -2.173 3.618 -2.985 0.2047 -1.2509 0.3369 0.72
C -3.203 4.694 -3.253 -0.2471 0.1191 -0.6375 -0.84
C -4.582 4.173 -3.279 0.4016 0.2386 0.3886 0.26
N -5.653 3.764 -3.295 -0.1235 -0.1088 -0.0762 -0.48
H -1.701 2.179 -1.345 0.5329 0.2059 -0.2788 -1.12
H -3.139 3.030 -1.106 -0.1259 0.2944 -0.1871 0.62
H -1.650 3.920 -0.902 0.1081 -0.1536 0.1394 0.65
H -2.396 2.744 -3.607 -0.1160 0.0811 -0.1043 0.01
H -1.194 3.947 -3.332 0.0111 0.2092 0.2054 -0.22
H -3.025 5.097 -4.253 -0.0310 0.1926 0.0769 0.40
H -3.117 5.514 -2.540 -0.1386 -0.0141 0.0380 0.35
C 1.391 1.116 -6.211 -0.4034 -0.0431 -0.5866 -0.78
C -0.091 1.113 -6.612 0.4060 -0.3675 0.1404 -0.57
C -0.868 -0.066 -5.975 -0.3065 0.6200 -0.4256 -0.75
C -0.696 -0.120 -4.522 -0.0529 -0.2466 -0.1926 0.12
N -0.556 -0.172 -3.383 -0.0062 0.1173 0.0400 0.08
H 1.846 0.188 -6.562 0.0570 -0.1220 0.3207 0.35
H 1.508 1.227 -5.135 0.1830 -0.0538 0.0052 -0.09
H 1.933 1.904 -6.734 -0.0715 0.1849 0.1934 0.42
H -0.162 1.011 -7.695 -0.1233 -0.0265 -0.0194 0.36
H -0.589 2.049 -6.356 0.0483 0.0396 0.1399 0.28
H -0.616 -1.020 -6.436 0.3396 -0.0557 0.2158 0.46
H -1.928 0.073 -6.199 -0.0770 -0.0351 0.2201 0.26